Entry 1:
# C4H2N2OS

C4H2N2OS in the gas phase (ωB97M-V/def2-TZVPD, OMol25).

Element x y z (Å)
S: 3.24 -0.35 -0.44
O: 0.65 -0.56 -0.41
N: -2.44 -1.88 -0.52
N: -1.18 2.30 -0.57
C: -0.94 1.22 -0.27
C: -1.61 -1.12 -0.22
C: -0.58 -0.16 0.17
C: 1.77 -0.01 0.10
H: 1.56 0.72 0.90
H: -0.48 -0.16 1.26

Results
Orbital gap (eV): 9.19
2S+1: 1
DFT total energy (eV): -20040.8197

Entry 2:
# C21H20N4O4S

C21H20N4O4S in the gas phase (ωB97M-V/def2-TZVPD, OMol25).

Element x y z (Å)
S: -1.51 -2.52 3.01
O: 4.00 0.58 -0.76
O: -4.30 2.76 -2.74
O: 1.49 3.78 -0.38
O: 0.35 0.88 3.02
N: 0.42 -1.59 1.54
N: -0.08 5.13 -1.26
N: -4.48 0.56 -2.28
N: -1.58 0.29 1.93
C: -1.81 2.83 -1.37
C: -0.36 -2.62 1.68
C: 0.57 -3.79 -0.18
C: 2.43 -2.59 -1.37
C: -2.78 1.85 -1.16
C: 0.64 -4.97 -1.09
C: 3.24 -1.50 -1.47
C: 3.12 -0.42 -0.56
C: 2.16 -0.46 0.42
C: -0.34 -3.75 0.85
C: -2.68 1.02 -0.05
C: 0.33 3.97 -0.70
C: -1.61 1.14 0.84
C: 1.44 -2.68 -0.36
C: -0.84 -1.03 3.81
C: -0.75 2.96 -0.49
C: 3.96 1.71 0.10
C: -3.91 1.78 -2.13
C: 1.33 -1.58 0.54
C: -0.57 0.12 2.84
C: -0.64 2.11 0.60
H: -1.04 5.32 -1.46
H: -2.30 -0.42 1.94
H: -5.22 0.46 -2.96
H: -1.02 -4.56 1.04
H: 4.80 2.33 -0.20
H: 4.08 1.41 1.14
H: 0.19 2.21 1.28
H: 1.63 -5.43 -1.03
H: 2.54 -3.41 -2.07
H: 3.99 -1.44 -2.23
H: 0.08 -1.29 4.32
H: -1.59 -0.72 4.55
H: 0.47 -4.68 -2.12
H: -1.91 3.46 -2.24
H: 0.60 5.86 -1.40
H: 2.02 0.34 1.14
H: -0.10 -5.71 -0.81
H: 3.03 2.27 -0.02
H: -4.07 -0.27 -1.89
H: -3.45 0.28 0.15

Results
Orbital gap (eV): 8.57
2S+1: 1
DFT total energy (eV): -47089.7082

Entry 3:
# C4H5IN2O

C4H5IN2O in the gas phase (ωB97M-V/def2-TZVPD, OMol25).

Element x y z (Å)
I: -2.47 0.05 -0.03
O: 0.00 2.10 0.21
N: 1.25 0.52 -0.75
N: -1.69 -1.69 -0.58
C: 0.84 1.72 -0.76
C: 0.65 -1.44 0.50
C: -0.14 0.94 0.91
C: 0.61 -0.09 0.27
H: 1.43 -1.99 -0.06
H: -1.46 -1.51 -1.60
H: 0.24 -1.90 1.41
H: 1.11 2.48 -1.48
H: -0.38 0.82 1.97

Results
Orbital gap (spin up / spin down) (eV): 7.61 / 7.49
2S+1: 1
DFT total energy (eV): -17352.8108

Entry 4:
# C10H10BF5NO3

A gas-phase ion, C10H10BF5NO3 (charge +1) (ωB97M-V/def2-TZVPD, OMol25).

Element x y z (Å)
F: -2.63 2.55 -0.34
F: -1.10 4.02 0.18
F: 0.80 2.23 0.27
F: -0.94 -3.65 -0.10
F: -0.27 2.21 -1.62
O: 1.82 0.70 -2.42
O: -4.17 -1.32 1.19
O: -3.15 -3.27 1.34
N: 0.43 -0.44 -0.66
C: 0.28 -1.77 -0.62
C: 3.09 0.01 1.05
C: -1.89 -1.54 0.39
C: -3.13 -2.15 0.99
C: -1.48 2.74 0.32
C: -0.88 -2.34 -0.10
C: -0.36 1.89 -0.32
C: -0.54 0.38 -0.21
C: -1.69 -0.16 0.32
C: 3.07 -0.40 -0.45
B: 1.81 0.05 -1.25
H: 2.15 0.39 1.41
H: 3.32 -0.86 1.66
H: 3.88 0.72 1.22
H: 1.07 -2.40 -0.98
H: -4.25 -0.66 0.49
H: 1.79 1.66 -2.38
H: -1.59 2.53 1.38
H: 3.96 -0.09 -0.98
H: -2.48 0.46 0.71
H: 3.09 -1.50 -0.48

Results
Charge: +1
Orbital gap (eV): 9.17
2S+1: 1
DFT total energy (eV): -32423.1318

Entry 5:
# C4H10N2O2

C4H10N2O2 in the gas phase (ωB97M-V/def2-TZVPD, OMol25).

Element x y z (Å)
O: -0.02 1.17 1.55
O: -1.53 -1.66 -0.37
N: 0.77 1.58 -2.45
N: 0.87 0.33 -0.37
C: 0.84 1.66 -1.03
C: -1.20 -1.80 1.03
C: 0.14 -1.20 1.40
C: 0.30 0.21 0.86
H: -2.00 -1.34 1.61
H: -1.26 -2.87 1.19
H: 1.69 2.30 -0.83
H: -0.02 1.16 -2.91
H: -1.90 -0.78 -0.47
H: 0.20 -1.13 2.48
H: 0.71 -0.45 -0.99
H: 0.95 -1.82 1.01
H: 1.62 1.59 -2.97
H: -0.04 2.09 -0.62

Results
Orbital gap (eV): 10.01
2S+1: 1
DFT total energy (eV): -11385.3583

Entry 6:
# C8H20LiO8

A molecular structure, C8H20LiO8 (ωB97M-V/def2-TZVPD, OMol25).

Element x y z (Å)
O: -2.12 2.94 0.44
O: -0.29 2.15 -1.03
O: 1.85 0.86 1.34
O: -1.40 4.35 2.49
O: 1.01 -1.34 2.13
O: -2.40 -5.52 -3.31
O: -0.86 -4.38 -1.78
O: 2.52 2.94 -1.50
C: 1.48 3.85 -1.38
C: -0.80 -5.75 -1.58
C: -2.13 -6.29 -2.30
C: -1.01 2.98 2.63
C: -1.98 2.23 1.62
C: 2.14 -1.48 1.33
C: 2.77 -0.12 1.38
C: 0.04 3.27 -1.78
Li: 1.56 1.71 -0.40
H: -0.62 4.12 -1.64
H: 0.04 2.95 2.29
H: -1.50 4.51 1.58
H: 2.78 -2.17 1.85
H: -1.26 2.50 -0.33
H: -1.78 -7.31 -2.74
H: 3.51 -0.20 0.46
H: -1.10 2.76 3.72
H: 1.88 -1.96 0.30
H: -2.89 2.17 2.17
H: 0.75 -0.48 1.81
H: -1.54 -4.43 -2.62
H: -0.79 -5.82 -0.46
H: 3.51 -0.09 2.28
H: -2.86 -6.39 -1.49
H: -0.09 3.18 -2.90
H: -1.44 1.31 1.42
H: 1.64 4.99 -1.77
H: 0.11 -6.16 -2.02
H: 1.25 4.11 -0.23

Results
Charge: -3
Orbital gap (eV): 6.00
2S+1: 1
DFT total energy (eV): -25199.4956

Entry 7:
# C4H10S

2 unconnected molecules or ions with the total composition C4H10S (ωB97M-V/def2-TZVPD, OMol25).

Element x y z (Å)
S: 0.64 -1.41 -0.98
C: -0.01 2.06 2.54
C: -0.50 -0.04 -1.49
C: -1.81 -0.76 -1.92
C: 1.16 1.70 3.08
H: -2.53 0.00 -2.21
H: 1.06 -0.70 0.05
H: -0.64 0.53 -0.58
H: -2.18 -1.28 -1.04
H: -0.02 0.52 -2.28
H: -0.38 3.08 2.53
H: 1.92 2.42 3.29
H: -0.66 1.26 2.22
H: 1.30 0.66 3.33
H: -1.69 -1.38 -2.80

Results
Charge: +1
Orbital gap (spin up / spin down) (eV): 8.72 / 3.78
2S+1: 2
DFT total energy (eV): -15134.8763